[1]
# C12H20N4O3

One molecule with the formula C12H20N4O3 in a non-equilibrium geometry (the ωB97M-V functional and the def2-TZVPD basis, the Open Molecules 2025 dataset).

Summary:
E_LUMO: 0.38 eV
Energy above the lowest of the compared OMol25 structures with the same formula, charge and spin: 84.1 kcal per mole
HOMO level: -8.65 eV

Structure (XYZ):
```
39
C12H20N4O3 | the Open Molecules 2025 dataset | the ωB97M-V functional and the def2-TZVPD basis
C -2.01683 -0.88598 -1.98894
C 1.05645 -0.07883 0.41235
H -2.12433 -1.19034 -3.04635
H 3.43865 4.94664 -1.21246
H -1.11036 -0.45230 -1.82737
H -0.56678 -1.83048 1.08392
N 2.13086 2.76892 0.61890
H -3.11817 -2.63877 0.75651
H 1.00636 0.48410 -1.70569
C 2.73647 2.96359 -1.59380
C 2.51938 3.98905 0.39473
C 1.97048 -0.37335 1.59908
C -2.23220 -2.10567 -1.08589
H -0.13289 -2.31676 -1.58619
H -0.61963 -3.23136 -0.25313
H 2.76348 4.87626 1.08717
H 0.40554 -0.81402 -0.00131
H -2.35780 -0.99330 3.21634
H -3.45764 -0.95995 0.23355
H 2.82348 2.86716 -2.68206
H 2.49971 0.05704 -1.14978
C -0.95700 -2.94857 -1.21148
C -1.41550 0.26121 0.99290
C 1.70781 0.66354 -0.80075
O 2.47921 0.63552 2.32882
O -2.39186 1.01720 0.78755
C 2.20292 2.11894 -0.67197
H -1.15614 -3.85932 -1.74981
C -1.47661 -1.22314 1.24529
H 0.02783 1.73946 1.14917
H 2.41696 1.56915 1.88641
N 2.83845 4.20116 -1.00362
H -1.73231 -2.44789 2.80386
H -2.82801 -0.22872 -1.71478
C -2.65475 -1.77619 0.37036
O 2.22162 -1.43696 2.15958
N -1.65833 -1.42666 2.60980
H -3.09645 -2.69742 -1.46131
N -0.14207 0.75707 1.01040
```

[2]
# C12H20O

A 2-piece molecular cluster, C12H20O overall in a non-equilibrium geometry (the ωB97M-V functional and the def2-TZVPD basis, the Open Molecules 2025 dataset).

Summary:
E_LUMO: 0.85 eV
Energy above the lowest of the compared OMol25 structures with the same formula, charge and spin: 15.5 kcal per mole
HOMO level: -8.50 eV

Structure (XYZ):
```
33
C12H20O | the Open Molecules 2025 dataset | the ωB97M-V functional and the def2-TZVPD basis
H 3.64917 -3.78323 2.11842
C 3.67112 -3.83915 1.03033
C 3.62217 -1.74627 -0.43047
H 3.05526 -1.31862 -1.25848
H -4.32853 -0.06370 1.77738
H 4.42378 -2.27310 -0.93577
H -3.08126 1.05052 2.18746
H 2.08532 -4.09215 -1.13940
H -3.23636 3.99908 0.28879
H -4.09988 0.43061 -0.41740
C -1.57754 1.20971 -0.70620
C -0.35482 1.78230 -1.02961
H 4.71881 -3.68367 0.76749
C -1.28737 3.95659 -0.54671
O 0.99596 3.71441 -1.27984
H -4.74114 2.00087 -0.14814
H 1.07550 -4.02167 0.23707
H -4.80653 1.48891 2.25416
H 3.36039 -4.82346 0.70421
C 2.78819 -2.73522 0.40038
H 0.85436 4.60548 -1.64658
H -1.71771 0.14254 -0.78985
C -0.24077 3.16483 -0.99881
H 2.31449 -2.17184 1.19676
H 0.48216 1.25699 -1.45554
C -2.48198 3.35645 -0.14830
C -2.62822 1.97505 -0.21401
H -1.20892 5.03407 -0.55593
H 1.01777 -2.60929 -0.85168
C -3.94643 1.32806 0.16652
C 1.66171 -3.37979 -0.43335
H 4.00158 -0.94185 0.19709
C -4.04029 0.98652 1.66000
```

[3]
# C12H20O5

A 3-piece molecular cluster, C12H20O5 overall in a non-equilibrium geometry (the ωB97M-V functional and the def2-TZVPD basis, the Open Molecules 2025 dataset).

Summary:
E_LUMO: 0.57 eV
Energy above the lowest of the compared OMol25 structures with the same formula, charge and spin: 40.6 kcal per mole
HOMO level: -9.65 eV

Structure (XYZ):
```
37
C12H20O5 | the Open Molecules 2025 dataset | the ωB97M-V functional and the def2-TZVPD basis
H 0.95031 -2.45080 2.49634
C 0.77500 -1.77072 0.38322
C 2.18449 1.73742 -1.37154
H 2.95943 -2.91041 -0.75737
H 1.63038 2.02708 -3.36870
H -0.48518 2.67398 -2.61886
H 0.11586 -3.55977 1.49065
H 2.16955 0.67457 -1.61282
H 2.25995 -4.32494 0.75068
H 2.44420 3.41369 -2.47388
O -3.82838 -2.08277 1.57094
C -3.25105 -0.30966 -0.10239
O -3.18883 -0.11381 2.19889
H -2.73268 1.86745 -0.17544
H 0.38527 -2.28332 -0.49625
C 1.67306 2.64333 -2.47065
C -2.72418 1.08075 1.61642
C -3.37225 -0.96090 1.29913
H -2.88444 1.90219 2.31475
H -2.20226 -0.50637 -0.32476
H 0.27708 4.19739 -2.17683
H 4.05156 -2.17546 0.51433
C 0.26345 2.79366 -0.57970
H -4.39801 1.46179 0.49632
O 2.10579 -1.32115 0.11962
C -3.39318 1.11492 0.25530
H 0.06879 -1.01959 0.73700
C 2.43022 -3.35023 1.20789
H -1.64286 0.99713 1.50755
O -0.65407 3.13665 0.13630
H 3.22148 2.02765 -1.20269
C 3.03083 -2.38921 0.19728
H 3.01546 -3.52738 2.11022
C 0.94392 -2.85100 1.48248
O 1.31273 1.91785 -0.27764
C 0.34147 3.11535 -2.06214
H -3.85291 -0.87533 -0.81365
```

[4]
# C12H20OS

One molecule with the formula C12H20OS in a non-equilibrium geometry (the ωB97M-V functional and the def2-TZVPD basis, the Open Molecules 2025 dataset).

Summary:
2S+1: 3
E_LUMO (alpha / beta): 0.73 / -2.74 eV
HOMO level (alpha / beta): -5.72 / -8.58 eV

Structure (XYZ):
```
34
C12H20OS | the Open Molecules 2025 dataset | the ωB97M-V functional and the def2-TZVPD basis
C -0.26827 -0.77863 -1.49731
H -0.70979 -1.10600 2.20204
H 0.53084 -0.39648 -3.44709
H -0.84244 -1.81028 0.21960
S 2.93402 0.68918 0.66613
H -1.70657 0.10043 1.19634
C -0.98975 -0.06946 2.04503
H 4.53499 -0.08872 -1.16643
C 0.25963 0.71442 1.83331
H 0.91550 2.77824 1.28267
O 3.12827 2.14923 0.43698
C 1.21560 0.24466 0.31599
H 1.22306 -0.66015 3.09611
H -0.91204 1.11601 -0.70112
H 0.57391 0.85883 3.87421
H -0.39887 -2.88389 -1.02637
C 0.03830 -1.15615 -2.99313
C 1.02377 -0.51713 -0.76200
H -0.23481 2.81799 2.55170
C -0.97367 -2.01403 -0.86120
H -0.77056 2.26663 0.81902
H -2.23779 0.34717 -1.41216
C 1.14453 0.43900 3.06028
C -1.13824 0.45599 -1.55842
H 2.46327 -1.42149 -2.07991
H -0.88110 -1.38220 -3.60575
H -1.97853 -2.05509 -1.30730
H -1.11413 1.01123 -2.42176
C 0.03307 2.33089 1.59635
C 3.46422 -0.17080 -0.80313
C 2.38873 -0.68347 -1.39380
H -1.28063 0.30647 2.94201
H 2.06268 0.90671 3.03640
H 0.50083 -2.06348 -2.94784
```

[5]
# C12H21BBrO12P

A 4-piece molecular cluster, C12H21BBrO12P overall (the ωB97M-V functional and the def2-TZVPD basis, the Open Molecules 2025 dataset).

Summary:
E_LUMO: -1.05 eV
Energy above the lowest of the compared OMol25 structures with the same formula, charge and spin: 2.6 kcal per mole
HOMO level: -8.88 eV

Structure (XYZ):
```
48
C12H21BBrO12P | the Open Molecules 2025 dataset | the ωB97M-V functional and the def2-TZVPD basis
C 2.71364 -0.41880 -3.76187
C 0.30710 1.90346 4.04859
H 4.28974 -1.72025 -3.01141
O 1.58326 0.16719 -0.63767
H -0.01255 3.60650 -2.51735
H 1.63506 2.83857 5.50508
H 0.85022 3.93323 -0.26844
H -3.07317 -0.32529 1.61467
O 3.43348 0.28296 -4.78656
H 0.38912 1.13579 3.27752
C 0.70087 3.91043 3.09171
B -2.00928 -3.99632 -0.66901
C 3.44689 -1.74039 -3.70408
O 4.57271 -0.38028 -6.61266
C -0.21421 2.80807 -1.80962
H -3.43354 -2.54067 0.75423
C 1.65832 2.42453 4.49582
C -2.17232 -2.08016 2.37239
O -0.29013 3.07183 3.47151
C -2.06919 -0.70080 1.75428
H -0.82625 3.55126 0.15453
O -3.00823 -2.09282 3.50811
C -2.65738 -3.05673 1.32328
O -3.80694 -1.98188 -1.72507
H 1.67429 -0.53015 -4.07625
H -3.90309 -2.35568 3.25130
H -1.61234 -0.80561 0.78117
H -1.22928 2.43875 -1.96318
C 0.05485 3.19527 -0.37032
O 0.70336 1.72034 -2.00523
Br -0.90326 -1.63312 -2.39434
H -1.49055 -0.03342 2.36727
O 0.50443 1.95318 0.19645
P -2.64801 -3.03781 -2.26835
H 2.74457 0.12909 -2.82788
H -1.93718 -5.18863 -0.67669
H -0.30458 1.53112 4.86558
C 4.03866 -0.62875 -5.58395
H 2.45023 1.68432 4.42914
O 3.95050 -1.86810 -5.04084
H -3.10247 -3.94222 1.76993
O -1.56254 -3.36770 0.46276
O 0.54442 4.87731 2.42150
O 1.89357 3.48930 3.56667
H 2.80234 -2.57960 -3.45848
H -4.48079 -2.42758 -1.18928
H -1.18376 -2.40360 2.67367
C 0.98940 1.18389 -0.79862
```

[6]
# C12H21Br15O11S3

C12H21Br15O11S3 as an isolated structure in a non-equilibrium geometry (the ωB97M-V functional and the def2-TZVPD basis, the Open Molecules 2025 dataset).

Summary:
E_LUMO: -0.42 eV
Energy above the lowest of the compared OMol25 structures with the same formula, charge and spin: 0.0 kcal per mole
HOMO level: -9.90 eV

Structure (XYZ):
```
62
C12H21Br15O11S3 | the Open Molecules 2025 dataset | the ωB97M-V functional and the def2-TZVPD basis
H 4.09820 -8.98586 10.55317
Br -4.25879 -10.25888 12.47948
H -0.69576 -13.30144 19.28197
O 2.97342 -6.24124 10.79683
O 0.62537 -6.61304 11.31832
Br -0.53348 -8.16599 19.13149
O 2.01042 -11.91327 20.48154
C 2.51984 -10.69470 13.14658
H 3.28324 -6.58602 8.83267
O 3.54358 -13.76707 20.11578
O 0.99443 -10.24501 14.96480
H 2.64473 -10.54569 12.07903
H -1.78009 -10.37151 12.29834
Br 1.88977 -14.66833 10.58481
O 1.18803 -13.97831 19.73292
Br 3.57069 -9.16748 17.16389
H 0.50411 -10.80637 19.58172
S 1.89538 -7.16568 11.49417
Br 6.40810 -10.43841 17.84899
O 2.08765 -8.42622 10.55192
Br 4.82852 -5.02728 14.42310
C 3.69598 -6.94872 9.77723
Br 6.58355 -7.47212 15.37587
H 0.38112 -7.94922 16.69438
C 0.32413 -12.93039 19.27521
H 3.35464 -14.16644 8.55979
H -1.08182 -7.66544 15.85260
H 4.73626 -6.65740 9.85008
H 4.47297 -7.42344 14.02217
Br 6.08666 -7.02378 12.25360
Br 4.61173 -11.67187 15.50351
C -2.52990 -9.78069 11.79852
C -1.64980 -6.59381 19.05900
H 0.06731 -11.76073 21.08118
O -0.49268 -10.64990 16.83723
C 1.07816 -10.48088 13.54254
H 4.19908 -11.44686 17.92119
C -0.13240 -8.19808 15.77352
C 4.63646 -10.79358 17.19672
H 3.05420 -9.89065 13.65580
Br -1.81115 -5.83671 20.81605
H 0.36425 -11.24183 13.22037
C 0.63191 -11.72896 20.14950
S -0.40255 -9.94693 15.61593
H 0.58707 -12.70723 18.24204
C 2.73460 -13.60397 9.23670
C 5.36354 -6.81453 14.05270
H -2.63774 -6.92258 18.78480
Br -2.08143 -7.97130 12.33139
O -1.40242 -10.06668 14.60018
Br -1.11174 -5.31733 17.73677
H 3.26386 -8.99756 9.02090
O 2.07902 -13.80881 22.04396
S 2.30882 -13.45057 20.71589
H 0.76347 -9.56858 13.01617
H 2.93783 -11.65604 13.41588
O 2.33729 -7.51276 12.79786
C 3.39119 -8.42619 9.93582
H 0.34898 -7.84663 14.86568
Br 1.38410 -12.85639 8.05469
Br 3.77055 -12.19606 10.02950
Br -2.48366 -10.00570 9.89588
```